(1)
DFT (ωB97M-V with the def2-TZVPD basis set) results for a structure of composition C15H29CdN4O4Se2 in a non-equilibrium geometry.

Atoms and positions in Å:
H: -0.26770 2.46710 -2.72408
C: 1.10729 0.80712 -2.48593
Se: -2.44447 2.08838 1.29214
H: 1.11799 0.43329 2.25146
N: -0.39306 1.74795 -0.72318
N: 1.27387 0.75594 1.30316
C: -2.72469 -0.12531 3.32381
H: -1.07480 0.90764 -2.48107
H: 2.00964 2.74255 1.48498
H: -1.16499 -0.95511 4.57774
N: 1.59147 -0.04726 -1.41488
O: -4.86655 0.13227 2.12836
H: -1.33113 2.06734 -0.48516
H: -3.17179 -0.70014 1.28255
H: 0.15064 3.66351 -0.01434
H: -5.20181 -0.59831 4.17715
H: -0.85291 0.71746 2.65482
C: 1.08687 2.19634 1.23504
H: -1.08943 -3.44052 -4.26826
H: 2.98294 1.42684 -0.89132
H: -2.91628 0.49197 5.38611
H: -4.57509 0.98029 1.73701
C: -1.85848 1.06762 2.88267
H: 1.42443 2.76716 -0.83236
C: -2.13707 -1.83660 -1.68728
H: -1.78239 1.78919 3.69894
H: -1.29818 -4.52717 -2.89623
O: -2.85225 -1.07108 -1.04582
H: 1.69743 -1.00493 -1.73371
Cd: -0.69809 -0.44095 0.27489
H: 0.95226 0.21288 -3.38915
H: -2.42408 -2.11437 4.11561
C: 2.55407 0.23041 0.84717
C: -1.82280 -1.27483 3.76884
H: 3.39677 0.72732 1.35402
C: 2.75836 0.38158 -0.66776
H: 3.64879 -0.19833 -0.93944
H: -3.38084 -3.43582 -2.42098
Se: -0.61535 -2.00032 2.36119
C: -3.57000 0.34872 4.52172
H: 2.57686 -0.82965 1.11031
H: 1.86095 1.56108 -2.74025
H: -3.03432 -2.17050 -3.59840
N: -0.80194 -1.90006 -1.51055
O: 0.97327 -2.88366 -2.59168
C: -0.22887 -2.73662 -2.41192
C: -1.31339 -3.48074 -3.20329
C: -3.68640 -0.64745 2.24057
H: -4.00178 -1.66098 2.50296
C: -0.23622 1.52634 -2.15540
C: 0.58495 2.66899 -0.14408
H: 0.32004 2.46484 1.96331
C: -2.60392 -2.77210 -2.79722
O: -4.58704 -0.55674 4.92023
H: -4.00840 1.31854 4.26082

As for the net charge: -1. The HOMO energy is -4.009 eV. The calculation puts the orbital gap at 6.8 eV. Its spin multiplicity is 1.

***

(2)
DFT (ωB97M-V with the def2-TZVPD basis set) results for a structure of composition C15H29ClO7RbS in a non-equilibrium geometry.

Atoms and positions in Å:
H: -3.52432 -0.86328 -1.61792
H: -0.03990 -0.70779 0.85246
H: -4.81277 -1.88939 1.64464
O: -0.20019 -1.50917 -1.55173
H: 1.99751 3.54542 0.31424
C: 3.53866 2.13947 1.94394
C: -4.63563 -1.60096 0.58744
H: -1.31715 -2.40962 -3.11654
C: -0.79324 0.53042 -0.42673
H: -0.26420 -5.38816 -1.30825
S: -2.20025 1.53148 -2.19211
C: 0.37120 -3.62610 -2.53058
O: -1.83137 1.46605 -0.56831
H: 1.46997 -3.46807 -2.49145
C: -0.26822 -2.21291 -2.79267
H: 4.54458 1.43776 3.76101
H: 2.42843 2.96187 3.63362
C: -0.18433 -4.25701 -1.19798
H: 3.13765 0.44933 3.35082
C: -2.69109 -1.30243 -1.03587
H: 1.71010 2.32689 -1.57699
C: -3.08597 -1.33222 0.46866
Cl: -2.27643 -2.73244 1.33987
H: 4.65957 0.26381 2.35069
O: -0.50380 0.13397 0.87994
H: -5.17944 -0.66582 0.35535
C: 1.37027 2.64418 0.52329
O: -1.54590 0.05606 -2.59722
Rb: 0.83972 -6.95465 -1.01560
O: 0.46446 0.82122 -0.98751
H: 1.84503 0.79243 1.71887
H: 4.02853 3.75004 3.42661
H: 2.66893 4.17527 2.34852
C: -1.29482 -0.67199 -1.34467
H: 0.06972 2.91729 -1.26283
H: 0.52337 -3.93222 -0.38235
H: -2.90360 -0.37016 0.97897
H: 0.24841 -1.66573 -3.60697
C: 0.83662 2.20801 -0.89689
H: 4.37313 2.48073 1.29406
C: 0.23456 3.11142 1.50450
H: 2.79684 1.04059 0.23142
O: -1.60474 2.60393 -2.99817
H: -2.63344 -2.36928 -1.36131
H: -0.70789 3.27838 0.93740
H: 0.49698 4.06958 1.99293
C: 4.01260 0.97153 2.90249
C: 3.15913 3.33260 2.87610
H: -4.96151 -2.42781 -0.07096
H: 0.09215 -4.28541 -3.38266
C: 2.33981 1.56822 1.10485
O: -3.67411 1.62323 -2.32493
H: -1.18891 -3.88568 -0.92206
H: 0.06526 2.29713 2.23859

As for the net charge: +1. The HOMO energy is -12.000 eV. The calculation puts the orbital gap at 7.9 eV. Its spin multiplicity is 1.

***

(3)
DFT (ωB97M-V with the def2-TZVPD basis set) results for a structure of composition C15H29OPmS in a non-equilibrium geometry.

Atoms and positions in Å:
Pm: 0.91356 -0.43505 -0.31567
H: -3.70784 -1.30363 -0.81462
H: -2.47853 1.06152 3.33978
C: -2.49983 1.54661 -0.31932
C: -1.19141 -1.77261 3.19233
C: -2.68881 -1.54487 -0.46497
H: -3.46732 1.69028 -0.85443
C: -0.46531 1.10585 -1.89784
H: -2.53283 -2.61338 -0.64770
C: 3.84929 -0.05687 1.75082
C: -0.19197 -2.60750 -2.19477
H: -1.73455 0.15072 4.63622
H: -0.55201 -2.51267 2.69653
C: -1.51246 0.66576 -1.02083
C: -0.65048 -1.19791 -2.06132
H: 0.16716 -0.08047 2.74374
H: 0.85575 -2.78108 -1.85699
H: -0.66246 2.97724 -2.96577
H: -0.90460 1.49501 3.92371
H: -2.25776 -2.05015 3.07433
H: -2.74293 1.14305 0.67765
H: 2.08456 1.69201 0.53774
H: 1.00269 -0.27660 -4.45853
H: -0.31553 3.13971 -1.23733
H: 3.62092 2.53317 0.20042
H: 0.95903 2.64649 -2.35000
H: 1.82298 0.84619 -3.37189
C: -1.54462 0.65950 3.71602
S: 3.99976 0.20067 -0.01968
O: 3.07704 -0.91598 -0.66056
H: 3.81802 -1.13175 1.96311
C: 2.97792 1.69859 -0.14863
H: 2.69423 1.89554 -1.20261
C: -1.62416 -0.74206 -1.12036
H: -2.68759 -1.41611 0.62161
H: -0.99767 -1.87066 4.26999
H: -0.23540 -2.93928 -3.24271
C: -0.10553 2.53025 -2.12199
H: 2.96712 0.42812 2.18970
H: -0.83187 -3.29138 -1.61389
H: 1.94876 -0.91031 -3.10944
H: -1.26060 -0.10646 1.73822
H: 4.76092 0.37865 2.18255
C: 1.26555 -0.09681 -3.40656
H: -2.07596 2.54494 -0.13861
C: 0.04284 -0.04179 -2.57649
C: -0.90809 -0.33452 2.73904

As for the net charge: +2. The HOMO energy (spin up / spin down) is -15.017 / -15.072 eV. The calculation puts the orbital gap (spin up / spin down) at 7.7 / 8.0 eV. Its spin multiplicity is 5.

***

(4)
DFT (ωB97M-V with the def2-TZVPD basis set) results for a cluster of 7 separate species, C15H30BBr14FN2O5S in total in a non-equilibrium geometry.

Atoms and positions in Å:
H: 3.17758 -4.62645 -3.89872
Br: -0.38153 -0.67995 1.07982
Br: -6.93383 0.61309 3.58140
H: 4.23048 -4.08657 -2.57114
B: -0.26378 -4.50008 2.54190
H: 3.43753 3.40144 -4.24436
Br: 2.59532 1.19721 -3.50177
O: -1.80169 -4.34469 -0.40484
C: 2.81704 3.18506 -0.17810
F: -2.68228 -2.59587 1.39039
H: 7.87933 5.18167 -1.53743
H: 3.74612 2.79920 0.24230
H: -7.56001 0.45311 1.17162
C: 1.59378 2.79041 0.61218
C: 6.03849 5.76810 -2.55561
H: 2.72824 2.85528 -1.21411
C: -8.00177 1.00812 2.00025
Br: 3.07142 -2.37464 -5.80444
Br: 1.99066 -3.06939 -2.34812
Br: -3.69487 -3.34816 4.47491
O: -0.99270 -2.05873 -0.54583
H: -0.84781 1.30290 3.22215
Br: 5.32697 0.48327 -5.86118
H: 6.50529 5.54316 -0.46768
H: -7.43563 -3.20596 3.62371
H: -0.21367 -3.28587 4.16276
O: -0.07725 -5.92331 2.29279
C: -5.54890 -2.74745 4.55254
Br: -6.02033 -2.47630 1.73782
Br: -9.78115 -1.23540 2.12919
N: 3.10125 -3.05114 0.60128
H: 0.50122 -5.95430 1.48894
H: -0.96845 1.67883 0.63760
C: 4.15937 2.03829 -5.74506
H: 6.10634 6.85527 -2.48452
H: 5.11396 -2.99678 -4.56771
C: 6.79656 5.11304 -1.42768
H: 4.78612 2.38755 -3.68229
C: -1.51594 0.90557 1.18100
C: 4.13381 -2.68614 -4.20097
S: -1.40909 -3.15626 0.46367
H: 4.98873 5.47643 -2.59604
H: -7.86808 2.07768 1.82739
C: -9.45804 0.68435 2.22792
Br: 6.81939 5.32293 -4.28598
Br: 6.35800 3.21939 -1.28957
H: 4.69624 2.83731 -6.25979
H: -5.53179 -1.65777 4.52943
H: -5.91380 -3.07997 5.52613
H: -9.82775 1.01947 3.19747
C: -6.36935 -3.35559 3.44162
H: -10.07613 1.11694 1.43904
Br: -3.06363 0.18502 3.49194
O: -0.66587 -4.10838 3.86129
C: 3.89341 2.41137 -4.30818
C: -1.75103 1.32893 2.61198
Br: 1.89099 2.99290 2.52829
H: -6.17624 -4.41891 3.29607
C: 3.52292 -3.75897 -3.33548
O: 0.76684 -2.48628 1.73729
H: 4.22928 -1.72624 -3.69146
H: -2.43645 0.67241 0.64306
C: 2.09290 -2.69966 1.18418
H: -2.18151 2.33174 2.65023
H: 0.71074 3.38028 0.36357
N: 0.01971 -3.57507 1.37479
H: 1.36972 1.73084 0.47019
H: 3.25307 1.79883 -6.30251
Br: 3.00154 5.12289 -0.27951

The HOMO energy is -8.369 eV. The calculation puts the orbital gap at 7.2 eV. Its spin multiplicity is 1.